(1)
# C8H11P

The molecule C8H11P in a non-equilibrium geometry (wB97M-V/def2-TZVPD, the Open Molecules 2025 dataset).

Structure (XYZ):
```
20
Properties=species:S:1:pos:R:3:mulliken_charge:R:1
C 4.23 -1.47 -0.62 0.826
C 3.32 -0.97 -0.09 -1.152
P 2.09 -0.16 0.90 -0.007
C 2.46 1.59 0.04 -0.821
C 2.52 2.77 -0.35 0.241
C 0.64 -0.54 -0.18 -0.923
C -0.62 0.19 0.31 0.551
C -1.64 0.01 -0.77 -1.321
C -1.12 -0.12 1.72 -1.257
H 5.16 -1.76 -1.00 0.463
H 2.42 3.69 -0.84 0.402
H 0.36 -1.68 -0.07 0.411
H 1.00 -0.12 -1.24 0.319
H -0.47 1.22 0.25 0.300
H -2.61 -0.13 -0.31 0.403
H -1.88 0.76 -1.51 0.347
H -1.39 -0.99 -1.34 0.256
H -1.35 -1.23 1.64 0.308
H -2.06 0.54 1.76 0.333
H -0.37 -0.04 2.59 0.321
```

Results
LUMO energy   0.87 eV
Multiplicity   1
Frontier orbital gap   10.20 eV
Total charge   0



(2)
# C2H4F3P

A cluster of 2 separate species, C2H4F3P in total in a non-equilibrium geometry (wB97M-V/def2-TZVPD, the Open Molecules 2025 dataset).

Structure (XYZ):
```
10
Properties=species:S:1:pos:R:3:mulliken_charge:R:1
C -0.48 -0.44 -0.58 -0.403
C 0.30 0.46 0.26 -0.436
F -4.71 -1.29 -0.42 -0.249
F -4.74 0.54 1.14 -0.322
F -3.69 0.69 -1.03 -0.185
P -3.60 -0.30 0.19 0.736
H -0.12 -1.50 -0.66 0.165
H 1.11 -0.01 0.87 0.273
H 0.69 1.30 -0.36 0.264
H -0.50 0.81 0.96 0.156
```

Results
LUMO energy (spin up / spin down)   -0.66 / -0.60 eV
Multiplicity   1
Frontier orbital gap (spin up / spin down)   8.29 / 8.27 eV
Total charge   0



(3)
# C24H33IrNO3

A structure of composition C24H33IrNO3 in a non-equilibrium geometry (wB97M-V/def2-TZVPD, the Open Molecules 2025 dataset).

Structure (XYZ):
```
62
Properties=species:S:1:pos:R:3:mulliken_spin:R:1
O 1.02 -1.97 -7.61 0.000
C 2.20 -2.77 -7.98 0.000
C 2.09 -2.45 -9.48 0.000
H 2.04 -3.84 -7.75 0.000
H 3.12 -2.38 -7.52 0.000
C 0.84 -1.65 -9.02 0.000
H 1.86 -3.32 -10.11 0.000
H 2.91 -1.83 -9.87 0.000
C -0.44 -2.21 -9.61 0.000
H -0.50 -3.30 -9.48 0.000
H -0.45 -2.00 -10.69 0.000
H -1.31 -1.73 -9.16 0.000
C 0.96 -0.16 -9.30 0.000
H 1.90 0.24 -8.92 0.000
H 0.12 0.37 -8.83 0.000
H 0.91 0.00 -10.38 0.000
Ir -0.16 0.43 0.29 1.673
C 0.76 2.10 1.07 0.070
C 1.61 1.03 1.53 0.235
C 2.19 0.41 0.37 0.209
H 1.81 0.75 2.56 0.011
C 1.81 1.15 -0.77 0.443
C 0.83 2.12 -0.39 0.024
H 0.28 2.78 -1.06 -0.012
H 0.18 2.78 1.69 -0.010
H 2.82 -0.47 0.38 0.021
H 2.24 1.03 -1.77 -0.006
C -2.09 0.39 1.26 0.169
C -1.99 1.35 0.18 0.104
C -1.82 0.60 -1.06 0.174
H -2.05 2.43 0.27 -0.009
C -1.97 -0.79 -0.74 0.343
C -2.12 -0.92 0.65 0.274
H -2.27 -1.86 1.17 -0.008
H -2.17 0.64 2.31 -0.052
H -1.71 1.03 -2.05 -0.012
H -1.96 -1.62 -1.44 0.016
O 0.52 -1.04 -2.01 0.034
C 0.28 -0.40 -3.27 0.004
C 1.32 -0.94 -4.23 0.004
H 0.33 0.69 -3.13 -0.001
H -0.74 -0.66 -3.58 0.002
C 1.61 -2.32 -3.64 0.004
H 2.22 -0.31 -4.16 0.000
H 0.99 -0.97 -5.27 -0.001
C 1.50 -2.08 -2.15 0.007
H 2.57 -2.74 -3.95 0.000
H 0.81 -3.00 -3.95 0.000
H 2.45 -1.71 -1.73 0.001
H 1.15 -2.93 -1.55 0.003
O 0.29 -1.52 1.19 0.267
N -0.12 -1.87 2.46 0.284
C -0.19 -0.98 3.47 0.190
C -0.60 -1.39 4.74 -0.080
C -1.14 -2.66 4.91 0.396
C -1.16 -3.53 3.80 -0.130
C -0.54 -3.16 2.62 0.226
H 0.23 0.02 3.32 0.062
H -0.50 -0.66 5.54 -0.005
H -1.53 -2.99 5.87 0.043
H -1.57 -4.54 3.87 -0.003
H -0.39 -3.83 1.79 0.037
```

Results
LUMO energy (spin up / spin down)   0.44 / -1.63 eV
Multiplicity   6
Frontier orbital gap (spin up / spin down)   4.55 / 6.09 eV
Total charge   0



Q: What is the formula in the third record?
A: C24H33IrNO3



Q: Number 2 is which compound?
A: C2H4F3P



What did the second record say?
# C2H4F3P

A cluster of 2 separate species, C2H4F3P in total in a non-equilibrium geometry (wB97M-V/def2-TZVPD, the Open Molecules 2025 dataset).

Structure (XYZ):
```
10
Properties=species:S:1:pos:R:3:mulliken_charge:R:1
C -0.48 -0.44 -0.58 -0.403
C 0.30 0.46 0.26 -0.436
F -4.71 -1.29 -0.42 -0.249
F -4.74 0.54 1.14 -0.322
F -3.69 0.69 -1.03 -0.185
P -3.60 -0.30 0.19 0.736
H -0.12 -1.50 -0.66 0.165
H 1.11 -0.01 0.87 0.273
H 0.69 1.30 -0.36 0.264
H -0.50 0.81 0.96 0.156
```

Results
LUMO energy (spin up / spin down)   -0.66 / -0.60 eV
Multiplicity   1
Frontier orbital gap (spin up / spin down)   8.29 / 8.27 eV
Total charge   0



Q: Look up the total charge of the second one.
A: 0